Formula: C4H13N2O2
Source: OMol25
Level of theory: ωB97M-V with the def2-TZVPD basis set

Structure (XYZ):
```
21
Properties=species:S:1:pos:R:3:forces:R:3
O -0.8270 1.4435 1.3040 -0.083 1.635 1.441
C -1.1068 0.9446 0.2582 0.904 -2.409 0.276
N -2.0286 1.5119 -0.5710 -0.727 1.537 -2.615
C -2.1867 1.2158 -2.0460 3.904 -0.910 1.760
C -0.3735 -0.3183 -0.1494 1.736 -0.075 -1.502
N 1.1182 -0.2457 0.3626 -1.987 1.832 -0.105
C 2.1980 -0.9890 -0.2718 1.830 -4.096 0.768
H -2.4123 2.4445 -0.2820 0.129 -0.870 0.253
H -3.1918 1.1148 -2.1788 -3.137 -0.593 -0.568
H -1.9045 2.1241 -2.6146 0.232 -0.357 0.229
H -1.5815 0.2555 -2.2763 -1.434 2.004 -0.060
H -0.8685 -1.2886 0.0508 0.354 0.609 0.665
H -0.3048 -0.3124 -1.2186 0.385 -0.168 -0.586
H 1.0065 -0.5609 1.3371 0.871 0.115 0.776
H 1.4814 0.7608 0.3946 -1.092 -1.427 0.106
H 3.1592 -0.7679 0.3086 -1.534 -0.649 -0.393
H 2.4448 -0.6982 -1.2369 -0.180 1.176 -1.910
H 2.0427 -2.1864 -0.4249 0.049 2.983 1.100
H 0.5161 -1.8640 2.9015 -0.778 -0.564 -0.456
H 1.5708 -1.3172 3.5931 2.606 0.520 4.272
O 1.2482 -1.2670 2.7599 -2.047 -0.292 -3.451
```
Positions in Å, forces in eV/Å.

## Properties
Kohn-Sham gap (alpha / beta), eV: 11.60 / 6.53
ΔE to the lowest compared entry with this formula, charge and spin, kJ/mol: 190.3
HOMO level (alpha / beta), eV: -19.68 / -19.68
Spin multiplicity: 2
Total charge: +2
Largest force on an atom, eV/A: 5.0